{"formula": "C13H26N6O6Tb", "method": "ωB97M-V with the def2-TZVPD basis set", "multiplicity": 7, "max_force_ha_per_bohr": 0.08512, "charge": 1, "relative_energy_kj_mol": 0.0, "symbols": ["O", "H", "Tb", "N", "N", "N", "N", "O", "O", "O", "O", "C", "C", "C", "C", "C", "H", "H", "H", "C", "H", "H", "H", "C", "C", "H", "H", "H", "H", "H", "H", "H", "H", "C", "H", "H", "H", "O", "H", "H", "C", "C", "N", "C", "C", "N", "H", "H", "H", "H", "H", "H"], "xyz": [[3.1502, -2.6616, -2.7077], [3.7767, -2.9988, -3.3843], [0.6827, 0.2745, -0.3574], [1.3356, 1.0477, 1.7366], [1.7215, -1.2512, 1.0438], [-0.7456, 1.9144, -1.1479], [-0.2667, -0.3775, -2.3714], [0.9313, 2.2782, 1.9056], [-1.0804, 3.0911, -0.4133], [-0.1288, -1.6242, -3.0452], [1.7447, -2.4185, 0.5133], [1.9519, -1.0761, 2.3838], [1.7067, 0.2607, 2.7907], [-1.4812, 1.6975, -2.2542], [-1.2383, 0.4180, -2.8846], [1.8303, 0.7836, 4.1761], [0.8778, 1.1470, 4.5863], [2.5469, 1.6100, 4.2295], [2.1909, -0.0079, 4.8375], [2.3533, -2.2185, 3.2451], [3.2251, -2.7286, 2.8180], [1.5362, -2.9497, 3.3390], [2.6235, -1.8674, 4.2455], [-2.5316, 2.6409, -2.7337], [-2.0715, -0.0945, -4.0044], [-2.3690, 3.6576, -2.3688], [-3.5140, 2.2861, -2.3957], [-2.5611, 2.6598, -3.8276], [-1.9919, -1.1862, -3.9832], [-1.7181, 0.2635, -4.9828], [-3.1209, 0.2228, -3.9270], [-0.5469, 3.0540, 0.4170], [0.6461, -2.1097, -2.6651], [3.5478, -1.3429, -2.3409], [3.5406, -1.2733, -1.2508], [2.8245, -0.6344, -2.7634], [4.5487, -1.0675, -2.6868], [2.2424, 2.1015, -0.8437], [1.9357, 2.8195, -1.4305], [2.5856, 2.5386, -0.0387], [-2.2315, 1.0486, 2.4370], [-2.2992, -0.1811, 1.6288], [-1.4837, -0.6261, 0.6703], [-2.0445, -1.8332, 0.2187], [-3.1688, -2.1009, 0.9508], [-3.3147, -1.0414, 1.8297], [-2.2544, 1.9432, 1.8046], [-3.1021, 1.0713, 3.1051], [-1.3177, 1.0703, 3.0416], [-1.5821, -2.3775, -0.5849], [-3.8433, -2.9343, 0.9112], [-4.0488, -0.9176, 2.5282]], "atomic_forces_ev_per_a": [[0.70, -0.07, -0.71], [-0.73, 0.28, 0.69], [2.19, -1.53, 3.33], [0.55, -2.03, 2.49], [0.31, 0.15, 3.50], [-3.15, 1.89, -1.71], [-2.31, 0.47, -2.98], [-0.49, 1.36, -0.34], [0.21, -1.35, -1.31], [-0.03, 1.15, 0.66], [-0.11, -0.28, -1.01], [-0.17, -1.62, -3.46], [-0.97, 3.19, -2.35], [1.56, 1.93, 3.61], [2.39, -3.66, 0.14], [0.03, -0.11, 0.36], [0.16, 0.01, -0.25], [-0.19, -0.01, -0.13], [-0.08, 0.19, -0.04], [0.06, 0.01, 0.19], [-0.26, -0.02, 0.00], [0.25, 0.10, -0.11], [-0.06, -0.17, -0.18], [-0.04, -0.05, -0.27], [-0.35, -0.04, -0.18], [0.01, -0.30, 0.07], [0.13, 0.12, 0.02], [0.03, -0.05, 0.14], [-0.25, 0.32, -0.24], [0.11, -0.08, 0.26], [0.33, -0.09, 0.13], [0.39, -0.40, -0.11], [-0.39, 0.63, 0.02], [-0.13, -0.19, 0.14], [-0.03, -0.06, 0.04], [0.08, 0.24, -0.06], [-0.18, -0.09, -0.04], [-0.12, 0.50, -0.27], [0.33, -0.34, 0.39], [-0.33, -0.20, -0.10], [0.22, 0.47, 0.29], [0.14, -0.39, -0.26], [-0.58, 0.04, -0.08], [-0.26, 0.74, 0.88], [0.50, 0.13, -0.44], [-0.02, -0.50, -0.28], [0.05, -0.15, 0.18], [0.29, 0.14, -0.12], [-0.12, 0.13, -0.17], [-0.04, -0.24, 0.06], [-0.10, -0.01, 0.05], [0.46, -0.15, -0.47]], "lowdin_charge": [-0.1209, 0.1034, 1.7333, -0.3260, -0.3308, -0.1029, -0.1110, -0.2584, -0.0130, -0.0246, -0.1917, -0.2755, -0.2704, -0.2248, -0.2227, -0.0166, 0.0863, 0.0947, 0.0673, -0.0248, 0.0917, 0.0950, 0.0669, 0.0123, 0.0105, 0.0957, 0.1173, 0.1008, 0.0931, 0.1208, 0.1028, 0.0805, 0.1134, -0.1604, 0.0640, 0.0564, 0.0936, -0.1233, 0.0891, 0.0856, 0.0160, -0.3752, -0.0058, -0.1087, -0.0597, 0.1089, 0.0815, 0.0926, 0.0830, 0.0985, 0.1163, 0.1760]}

{"formula": "C13H26NO2Rb", "method": "ωB97M-V with the def2-TZVPD basis set", "max_force_ha_per_bohr": 0.05704, "relative_energy_kj_mol": 0.0, "symbols": ["Rb", "C", "C", "C", "C", "C", "C", "N", "O", "C", "C", "C", "H", "H", "H", "H", "H", "H", "H", "H", "H", "H", "H", "H", "H", "H", "H", "H", "H", "H", "C", "C", "C", "O", "C", "H", "H", "H", "H", "H", "H", "H", "H"], "xyz": [[3.4114, -26.6715, 25.4678], [-1.5832, -28.0419, 25.1928], [-0.4053, -27.0957, 25.4617], [-0.9334, -25.7875, 26.0720], [-1.3345, -25.9427, 27.5422], [-0.2531, -26.6348, 28.3907], [0.2746, -27.9222, 27.7624], [0.6055, -27.6635, 26.3636], [1.1738, -28.7960, 25.7938], [-0.7080, -29.0730, 28.0690], [1.5811, -28.2615, 28.4502], [0.2244, -26.7229, 24.1411], [-2.4135, -27.8429, 25.8765], [-1.2941, -29.0774, 25.3602], [-1.9975, -27.9205, 24.1903], [-1.8810, -25.5327, 25.5724], [-0.3023, -24.9162, 25.8856], [-2.1740, -26.6367, 27.5621], [-1.5558, -24.9903, 28.0250], [-0.7474, -26.8712, 29.3441], [0.5804, -25.9923, 28.6987], [-0.3514, -29.9957, 27.6077], [-1.7136, -28.8818, 27.6985], [-0.7242, -29.2122, 29.1498], [1.9626, -29.1832, 28.0114], [1.4192, -28.4071, 29.5203], [2.3252, -27.4806, 28.2603], [0.6994, -27.5986, 23.6598], [1.0550, -26.0066, 24.0662], [-0.4664, -26.5003, 23.3217], [3.9597, -23.2443, 28.8340], [2.5349, -23.8284, 28.8119], [2.1325, -23.8257, 27.3561], [3.3676, -24.0852, 26.6625], [4.3413, -23.2892, 27.3343], [4.5888, -24.0127, 29.2813], [4.0688, -22.2543, 29.2528], [1.7993, -23.2205, 29.3501], [2.4781, -24.8282, 29.2336], [1.6441, -22.9135, 26.9899], [1.3847, -24.5859, 27.1194], [4.3682, -22.2871, 26.8851], [5.3210, -23.7248, 27.1306]], "atomic_forces_ev_per_a": [[-0.76, -0.67, 0.19], [-0.49, -0.21, 0.20], [-0.38, 0.77, 0.58], [-1.28, 0.28, 0.35], [1.37, -0.53, 0.07], [-0.60, 0.21, 0.46], [-0.42, 0.45, 0.30], [0.80, 0.72, -0.45], [0.65, -0.21, -0.40], [0.30, -0.11, -0.44], [0.27, -0.60, -0.12], [1.22, -1.45, -2.24], [0.05, 0.05, 0.00], [0.24, -0.01, -0.29], [0.14, -0.09, -0.05], [0.25, -0.02, -0.30], [0.39, -0.22, 0.13], [-0.40, 0.39, 0.18], [-0.47, 0.01, -0.21], [0.19, -0.17, -0.02], [-0.05, 0.19, -0.48], [0.01, 0.06, -0.05], [-0.04, 0.04, 0.16], [-0.18, -0.06, 0.04], [0.05, -0.02, 0.09], [0.15, 0.16, 0.05], [-0.05, 0.13, 0.21], [-0.13, -0.23, 0.69], [-0.46, 0.50, 0.74], [-0.43, 0.64, 0.58], [0.07, -1.51, -1.14], [-1.00, 1.09, 0.37], [-0.33, -0.57, -0.47], [-0.34, 0.07, 0.11], [0.27, 0.64, -0.38], [0.20, 0.57, 0.67], [0.04, -0.01, 0.25], [0.26, -0.06, 0.22], [0.16, -0.10, -0.08], [0.55, 0.37, 0.25], [0.44, -0.39, -0.03], [-0.19, -0.01, 0.09], [-0.04, -0.12, 0.16]], "lowdin_charge": [0.9343, -0.0278, -0.5297, -0.1470, -0.1600, -0.1457, -0.5488, -0.2682, -0.3513, -0.0298, -0.0599, -0.0933, 0.0663, 0.0789, 0.0787, 0.1202, 0.0948, 0.0959, 0.1089, 0.1178, 0.0857, 0.0827, 0.0636, 0.0779, 0.0773, 0.0874, 0.0550, 0.0804, 0.0376, 0.0836, -0.1217, -0.1574, -0.2025, -0.2788, -0.2018, 0.1079, 0.1098, 0.1207, 0.1006, 0.1332, 0.0873, 0.1207, 0.1169]}

{"formula": "C13H26NY", "method": "ωB97M-V with the def2-TZVPD basis set", "max_force_ha_per_bohr": 0.06867, "charge": 2, "relative_energy_kj_mol": 558.6, "symbols": ["C", "H", "H", "H", "C", "H", "H", "C", "H", "H", "H", "C", "C", "C", "C", "C", "C", "C", "C", "C", "C", "Y", "H", "H", "H", "H", "H", "H", "H", "H", "H", "H", "H", "H", "H", "H", "H", "N", "H", "H", "H"], "xyz": [[0.9390, -2.0490, 1.4916], [0.6353, -1.8398, 2.5255], [0.2544, -2.5977, 0.8225], [-1.4108, 0.9375, 1.9937], [2.2558, -1.6246, 1.0076], [2.2512, -1.2071, 0.0237], [2.6993, -0.8960, 1.6394], [3.0273, -2.9295, 1.0752], [4.1208, -2.8256, 0.9173], [2.8553, -3.4327, 2.0301], [2.5985, -3.6179, 0.3407], [-0.8446, 1.6516, -0.6585], [0.1988, 1.0088, -1.3741], [-0.0925, -0.3853, -1.4168], [-1.3400, -0.6088, -0.7314], [-1.7897, 0.6557, -0.2452], [-2.9906, 0.9075, 0.6270], [-2.0954, -1.8895, -0.6729], [0.6535, -1.3994, -2.2145], [1.2120, 1.7224, -2.1802], [-1.0510, 3.1186, -0.5968], [-0.0243, -0.0616, 1.3049], [-2.7717, -1.9181, 0.1933], [-2.7141, -1.9946, -1.5801], [-1.4311, -2.7647, -0.6354], [-3.2392, 0.0381, 1.2608], [-2.8630, 1.7910, 1.2826], [-3.8668, 1.1245, 0.0063], [-0.0905, 3.6508, -0.5306], [-1.5601, 3.5027, -1.5026], [-1.6708, 3.4202, 0.2615], [2.0597, 1.0751, -2.4178], [0.8038, 2.0851, -3.1376], [1.5856, 2.5979, -1.6397], [0.8456, -2.3248, -1.6431], [0.0946, -1.6907, -3.1239], [1.6238, -0.9992, -2.5479], [0.3734, 2.1465, 2.4368], [0.7269, 2.8465, 1.7704], [0.6843, 2.4624, 3.3554], [-0.6528, 2.3138, 2.4827]], "atomic_forces_ev_per_a": [[-0.53, -1.53, 0.09], [0.25, -0.98, 0.15], [0.29, -0.06, 0.59], [-0.33, -0.96, 0.81], [0.13, -0.62, 0.42], [-0.05, 0.07, -0.99], [0.57, 0.78, 0.91], [0.96, -1.14, -0.27], [-0.70, 0.06, 0.01], [0.26, 0.22, 0.08], [0.34, 0.07, -0.13], [1.11, 0.43, -1.31], [-0.55, 0.25, 0.66], [0.09, 0.30, -0.90], [-1.25, 1.41, 0.75], [-1.41, -2.12, 0.20], [-1.20, 0.46, -0.60], [-0.15, -0.44, 0.07], [0.42, 0.00, 0.00], [0.73, 0.26, -0.13], [0.05, 0.45, 0.47], [0.40, 3.51, 0.04], [0.10, -0.07, -0.27], [0.14, -0.02, 0.33], [-0.23, 0.15, -0.05], [0.07, 0.49, -0.35], [-0.15, -0.67, -0.57], [-0.11, -0.20, -0.19], [-0.27, -0.10, -0.12], [0.19, -0.31, 0.26], [0.13, -0.13, -0.31], [-0.02, 0.21, 0.01], [-0.03, -0.17, 0.33], [0.07, -0.11, -0.19], [-0.20, 0.23, -0.24], [0.07, 0.11, 0.40], [-0.38, -0.21, 0.10], [-0.19, 0.91, -0.31], [0.04, -0.15, 0.40], [0.42, -0.27, -0.04], [0.91, -0.15, -0.10]], "lowdin_charge": [-0.1195, 0.1003, 0.1026, -0.0360, -0.3240, 0.0927, 0.1128, -0.0480, 0.1195, 0.1002, 0.0965, -0.2260, -0.2258, -0.2077, -0.3041, -0.2954, -0.0894, -0.0042, 0.0145, -0.0057, 0.0092, 1.4836, 0.0978, 0.1244, 0.0847, 0.0884, 0.0720, 0.1106, 0.0958, 0.1350, 0.0964, 0.0862, 0.1233, 0.0925, 0.0949, 0.1332, 0.0954, -0.0349, 0.0599, 0.0773, 0.0210]}

Which formula does entry 2 have?
C13H26NO2Rb